{
  "formula": "C5H6O",
  "method": "ωB97M-V/def2-TZVPD",
  "species": ["H", "H", "H", "C", "C", "O", "C", "H", "H", "C", "C", "H"],
  "positions_angstrom": [[1.23407, -1.69927, -1.18466], [2.26951, -0.49436, 0.92048], [0.80368, 1.77084, 1.09214], [0.76614, -0.92465, -0.58668], [-0.57260, -0.35489, -0.80280], [-1.54355, -0.88580, -1.59186], [1.31437, -0.27520, 0.45539], [-2.33216, -0.53656, -1.14329], [0.01220, 0.45626, 1.96762], [0.36390, 0.77605, 0.97191], [-0.76141, 0.70985, -0.00558], [-1.53099, 1.45147, -0.16924]],
  "atomic_forces_ev_per_a": [[-0.234, -0.034, 0.191], [-0.118, 0.046, -0.147], [0.106, -0.135, -0.044], [0.003, 0.039, 0.152], [0.229, 0.266, 0.429], [-0.084, 0.152, 0.061], [-0.013, -0.061, -0.079], [-0.058, -0.382, -0.748], [0.080, 0.151, -0.112], [0.159, 0.048, -0.064], [0.158, 0.061, -0.086], [-0.226, -0.152, 0.447]],
  "homo_lumo_gap_ev": 9.23,
  "fmax_ev_per_a": 0.8,
  "e_tot_ha": -269.31208,
  "e_above_lowest_ev": 0.929,
  "smiles": "OC1=CCC=C1"
}

=====

{
  "formula": "C5H6O",
  "method": "ωB97M-V/def2-TZVPD",
  "species": ["C", "H", "C", "C", "H", "C", "H", "O", "H", "C", "H", "H"],
  "positions_angstrom": [[0.33422, 1.01978, -1.37262], [0.39520, 1.41225, 0.73240], [1.21186, -1.67429, 0.18936], [0.83184, 0.70054, 0.02475], [0.97226, 0.64121, -2.19955], [-1.06217, -0.90973, 0.85332], [-1.33233, -1.96864, 0.88129], [-0.70275, 1.59632, -1.59076], [-1.75023, -0.38548, 0.18229], [0.35469, -0.70501, 0.37505], [-1.17749, -0.49623, 1.86166], [1.92489, 0.76928, 0.06281]],
  "atomic_forces_ev_per_a": [[-0.333, 0.123, -0.069], [0.080, -0.110, -0.044], [-0.428, 0.533, 0.130], [0.083, 0.139, 0.054], [-0.121, 0.035, 0.092], [-0.108, -0.066, 0.010], [0.062, 0.170, -0.013], [0.472, -0.231, 0.092], [0.080, -0.079, 0.081], [0.350, -0.460, -0.096], [0.039, -0.030, -0.181], [-0.177, -0.023, -0.056]],
  "homo_lumo_gap_ev": 9.34,
  "fmax_ev_per_a": 0.7,
  "e_tot_ha": -269.20877,
  "e_above_lowest_ev": 3.741
}

=====

{
  "formula": "C5H6O",
  "method": "ωB97M-V/def2-TZVPD",
  "species": ["H", "H", "H", "H", "H", "H", "O", "C", "C", "C", "C", "C"],
  "positions_angstrom": [[0.80585, 2.17863, 0.39802], [-1.25871, 1.01163, -1.14187], [2.33686, 0.09605, 0.30431], [0.77838, -2.01642, 0.45551], [0.52544, -1.48742, -1.21161], [-1.67291, 1.35995, 0.53864], [-1.84839, -1.38274, 0.52788], [-0.96244, 0.82509, -0.09776], [-0.94318, -0.69363, 0.13396], [0.48238, 1.17305, 0.14981], [1.27048, 0.09730, 0.10369], [0.48623, -1.16149, -0.16059]],
  "atomic_forces_ev_per_a": [[0.022, -0.128, -0.152], [0.051, -0.037, 0.156], [-0.128, 0.035, -0.121], [-0.118, 0.101, -0.043], [0.061, 0.089, 0.153], [0.042, -0.225, -0.016], [0.312, 0.347, -0.218], [-0.049, 0.007, 0.065], [-0.242, -0.173, -0.003], [0.122, -0.092, 0.041], [-0.055, 0.144, 0.073], [-0.018, -0.070, 0.065]],
  "homo_lumo_gap_ev": 10.63,
  "fmax_ev_per_a": 0.5,
  "e_tot_ha": -269.33649,
  "e_above_lowest_ev": 0.265,
  "smiles": "O=C1CC=CC1"
}

=====

{
  "formula": "C5H6O",
  "method": "ωB97M-V/def2-TZVPD",
  "species": ["H", "H", "O", "H", "C", "H", "C", "H", "C", "C", "C", "H"],
  "positions_angstrom": [[-0.59887, 2.17800, -0.65195], [0.30142, 1.39504, 1.71774], [-1.16188, 0.08976, 0.84432], [1.84925, -1.34840, 0.82367], [0.96268, -0.63738, 0.75607], [0.65664, 1.12195, -1.32006], [0.18729, 0.70405, 0.80971], [-1.67153, -0.71729, -1.17343], [0.17049, -1.24361, -0.16199], [-0.07451, 1.04897, -0.61778], [-0.83874, -0.25299, -0.57707], [0.21774, -2.33810, -0.44921]],
  "atomic_forces_ev_per_a": [[0.481, -3.347, -0.051], [0.202, -0.745, -1.800], [-0.980, 1.414, 0.035], [-0.441, 2.153, 1.411], [0.404, -2.863, -2.431], [2.587, 0.005, -1.705], [0.028, -0.558, 3.379], [0.622, 1.334, 0.358], [1.806, -2.174, -0.387], [-2.450, 4.310, -0.043], [-2.324, -1.170, 1.210], [0.063, 1.641, 0.023]],
  "homo_lumo_gap_ev": 9.83,
  "fmax_ev_per_a": 5.0,
  "e_tot_ha": -269.18589,
  "e_above_lowest_ev": 4.363
}

=====

{
  "formula": "C5H6O",
  "method": "ωB97M-V/def2-TZVPD",
  "species": ["H", "C", "H", "C", "H", "H", "H", "O", "H", "C", "C", "C"],
  "positions_angstrom": [[1.96091, -0.51096, 0.92593], [-1.39208, -0.92639, 0.02317], [-2.65617, 0.86154, -0.01254], [-0.50201, 1.08580, 0.10723], [2.18673, -1.02507, -0.56962], [-2.12430, -1.82490, -0.43960], [-0.46704, 2.18917, 0.16294], [-0.12286, -1.15818, 0.18107], [2.54843, 0.89611, -0.34217], [-1.71782, 0.40140, -0.02901], [0.42829, 0.03606, 0.04743], [1.85792, -0.02459, -0.05483]],
  "atomic_forces_ev_per_a": [[1.684, 1.020, 0.659], [-7.031, -2.496, -1.910], [-1.317, 0.173, -0.305], [1.342, -0.847, -0.610], [-0.629, 2.187, -0.237], [2.347, 2.341, 2.055], [0.770, -1.027, -0.225], [0.766, -0.342, -1.392], [-1.874, -2.112, 0.990], [0.629, -1.548, 0.907], [0.094, 4.434, -0.032], [3.219, -1.783, 0.101]],
  "homo_lumo_gap_ev": 8.89,
  "fmax_ev_per_a": 7.7,
  "e_tot_ha": -269.25982,
  "e_above_lowest_ev": 2.352,
  "smiles": "Cc1ccco1"
}

=====

{
  "formula": "C5H6O",
  "method": "ωB97M-V/def2-TZVPD",
  "species": ["H", "C", "H", "C", "H", "H", "H", "C", "H", "C", "O", "C"],
  "positions_angstrom": [[0.60618, -1.70929, -1.08139], [0.49775, -0.65337, -0.81496], [0.58319, -0.04840, -1.72485], [2.21624, -0.14678, 1.14814], [-1.32720, 1.43842, -1.06505], [-2.54447, 0.81673, 0.09846], [2.82704, -0.03864, 2.01504], [-0.86113, -0.47191, -0.11905], [-1.01285, 1.50279, 0.67513], [-1.47868, 0.90845, -0.12008], [-1.36427, -1.39653, 0.47371], [1.51107, -0.32186, 0.18788]],
  "atomic_forces_ev_per_a": [[-0.081, 0.135, 0.003], [0.016, -0.096, -0.015], [0.017, -0.007, 0.242], [-0.308, -0.090, -0.457], [0.010, -0.117, 0.117], [0.152, 0.037, -0.017], [0.009, 0.083, -0.157], [-0.187, -0.183, 0.207], [-0.001, -0.102, -0.124], [-0.078, 0.007, -0.011], [0.111, 0.285, -0.351], [0.342, 0.047, 0.564]],
  "homo_lumo_gap_ev": 10.57,
  "fmax_ev_per_a": 0.7,
  "e_tot_ha": -269.28547,
  "e_above_lowest_ev": 1.654,
  "smiles": "C#CCC(C)=O"
}